## A
Entry from OMol25: 2 unconnected molecules or ions with the total composition C7H9NO3 (ωB97M-V with the def2-TZVPD basis set).

Calculated values
- HOMO (eV) = -7.655
- SMILES = O=C1C=CC(O)=N1.C/C=C\O

Structure (ORCA input):
```
! wB97M-V def2-TZVPD RIJCOSX def2/J DEFGRID3
* xyz 0 1
O 0.19132 -1.99517 0.81558
C -0.70953 -1.36464 0.33499
C -2.23775 -1.74205 0.26612
C -2.83151 -0.63396 -0.15446
C -1.78577 0.43816 -0.26305
O -2.01411 1.66485 -0.75931
N -0.61604 -0.04308 -0.00803
H -2.75077 -2.75221 0.28468
H -3.81847 -0.49137 -0.58789
H -1.23809 2.27094 -0.65592
C 1.87141 0.69335 1.25752
C 1.61942 1.03934 -0.16279
C 1.70024 0.34797 -1.32389
O 2.09376 -0.98697 -1.37474
H 2.07444 -0.33684 1.59800
H 1.03567 1.11842 1.99474
H 2.69971 1.37478 1.61582
H 1.33269 2.06195 -0.12822
H 1.35227 0.63533 -2.31725
H 2.03110 -1.29879 -0.43189
*
```

Atom charges from the Löwdin analysis, given in e for atoms 1 to 4: number 1, O, carries 0.12; number 2, C, carries -0.42; number 3, C, carries 0.05; number 4, C, carries 0.00

***

## B
Entry from OMol25: C7H9NO3 in the gas phase (ωB97M-V with the def2-TZVPD basis set).

Calculated values
- HOMO (alpha / beta) (eV) = -8.179 / -8.181
- SMILES = CO[C@@H]1\C=C/C=C\C=[N+](\[O-])O1

Structure (ORCA input):
```
! wB97M-V def2-TZVPD RIJCOSX def2/J DEFGRID3
* xyz 0 1
C -0.83517 -2.12314 2.16235
O -1.28400 -1.06247 1.32884
C -0.28858 -0.24943 0.94879
C -0.67501 1.08999 0.60507
C -0.56083 1.69955 -0.54224
C -0.11888 1.45977 -1.92225
C 0.98142 0.86977 -2.54243
C 2.00517 0.09698 -1.83482
N 1.60913 -0.47499 -0.69291
O 2.38716 -1.09096 0.06263
O 0.24542 -0.68629 -0.41735
H -0.30575 -1.59661 2.98972
H -0.19118 -2.90130 1.69475
H -1.74210 -2.56781 2.67266
H 0.56034 -0.33950 1.63582
H -1.08365 1.65189 1.44923
H -1.10604 2.65576 -0.55749
H -0.65180 1.87490 -2.70996
H 0.80391 0.98217 -3.66357
H 3.01791 0.04197 -2.14430
*
```

Atom charges from the Löwdin analysis, given in e for atoms 1 to 4: number 1, C, carries -0.06; number 2, O, carries -0.07; number 3, C, carries -0.36; number 4, C, carries -0.03

***

## C
Entry from OMol25: a molecular structure, C7H9NO3 (ωB97M-V with the def2-TZVPD basis set).

Calculated values
- HOMO (eV) = -9.730

Structure (ORCA input):
```
! wB97M-V def2-TZVPD RIJCOSX def2/J DEFGRID3
* xyz 0 1
C 1.15303 -0.24962 0.05491
C 0.00371 -0.99095 -0.22041
C 1.88264 -1.50728 -0.37173
C 1.52354 1.14646 0.41168
C -1.91784 -0.34537 1.17785
C -1.71963 0.46416 -1.18908
C -1.47241 -0.71619 -0.26889
N 2.83452 1.34074 0.59811
O 2.95640 -1.92082 -0.67915
O 0.69750 2.00806 0.60697
O 0.61126 -2.22051 -0.52888
H -1.71200 0.72514 1.34766
H -1.23610 -0.87826 1.86061
H -2.95994 -0.60043 1.39541
H -0.98142 1.31064 -0.92195
H -2.78716 0.83051 -1.06130
H -1.41810 0.12507 -2.20253
H -2.01711 -1.52682 -0.55044
H 3.48334 0.72990 -0.02461
H 3.07578 2.27556 0.56577
*
```

Atom charges from the Löwdin analysis, given in e for atoms 1 to 4: number 1, C, carries 0.03; number 2, C, carries -0.11; number 3, C, carries -0.33; number 4, C, carries -0.54

***

Stability summary: most stable C, least stable B.